Record 1
{"formula": "C35H32Br2N8O3S4Y", "method": "ωB97M-V with the def2-TZVPD basis set", "e_lumo_ev": -3.1, "de_lowest_ev": 1.2910, "gap_ev": 6.81, "total_charge": 1, "symbols": ["Y", "O", "C", "C", "C", "C", "N", "C", "C", "C", "C", "C", "C", "O", "C", "C", "N", "H", "H", "H", "H", "H", "H", "H", "H", "H", "H", "H", "H", "Br", "C", "C", "C", "N", "C", "C", "C", "C", "C", "Br", "C", "C", "N", "H", "H", "H", "H", "H", "H", "S", "C", "S", "C", "C", "N", "C", "N", "N", "C", "S", "N", "C", "C", "C", "C", "C", "C", "H", "H", "H", "H", "H", "H", "H", "H", "C", "S", "C", "O", "H", "H", "H", "H", "H", "H"], "xyz": [[-0.3847, -1.4433, 0.7088], [5.0613, 3.9159, 1.3374], [4.5791, 2.9006, 2.2168], [3.4505, 1.9916, 1.7685], [2.7573, 1.3881, 2.7869], [1.9318, 0.3355, 2.4450], [1.7205, -0.0553, 1.2066], [2.2113, 0.6630, 0.2232], [3.1127, 1.6998, 0.4293], [1.7623, 0.2708, -1.1797], [2.0411, 1.0575, -2.2949], [1.6949, 0.6168, -3.5550], [1.9240, 1.3803, -4.8425], [2.4076, 2.6740, -4.5189], [1.1078, -0.6583, -3.6657], [0.9092, -1.3210, -2.4894], [1.1967, -0.9136, -1.2566], [4.3883, 4.6135, 1.3934], [4.3717, 3.2896, 3.1903], [5.4078, 2.2067, 2.3816], [2.9338, 1.6012, 3.8733], [1.5650, -0.2560, 3.2667], [3.5524, 2.2538, -0.3998], [2.5887, 1.9379, -2.2150], [1.0222, 1.3304, -5.3879], [2.7108, 0.8666, -5.4889], [2.9228, 3.1483, -5.1944], [0.8747, -1.1793, -4.5919], [0.4244, -2.3045, -2.5051], [-1.4376, -6.0720, 6.0640], [-1.1949, -5.0135, 4.5303], [-2.2233, -4.8302, 3.6722], [-2.0092, -3.9597, 2.6167], [-0.8517, -3.3528, 2.4187], [0.1921, -3.6857, 3.1793], [0.0636, -4.5997, 4.2281], [1.5038, -3.1606, 2.7108], [2.6642, -3.3586, 3.4495], [3.8946, -3.1466, 2.8354], [5.5008, -3.5175, 3.7813], [3.9419, -2.9235, 1.4816], [2.7943, -2.6248, 0.8609], [1.5638, -2.7758, 1.4539], [-3.1293, -5.3661, 3.7972], [-2.7892, -3.7343, 1.9031], [0.9000, -4.7481, 4.9174], [2.6829, -3.7435, 4.5013], [4.8909, -2.9278, 0.9768], [2.8224, -2.3198, -0.2037], [-0.9301, -3.5612, -0.9341], [-2.2291, -2.5111, -1.1626], [-3.0340, -1.7243, 0.2152], [-2.7855, -2.2682, -2.4354], [-2.0216, -2.7241, -3.5707], [-1.3479, -3.1059, -4.3959], [-3.8867, -1.4212, -2.6240], [-4.7646, -0.7337, -2.8370], [-2.8006, 1.1729, -1.2925], [-1.7585, 1.9069, -1.0797], [-0.6680, 1.5478, 0.1695], [-1.5278, 3.0242, -1.7687], [-2.0942, 3.4476, -2.9821], [-1.2086, 3.9766, -3.9309], [-1.6814, 4.4354, -5.1207], [-3.0295, 4.2943, -5.3844], [-3.9088, 3.7598, -4.5275], [-3.4478, 3.2770, -3.2991], [-2.8576, 0.3803, -0.7274], [-3.4428, 1.1688, -2.0692], [-0.6479, 3.5235, -1.4666], [-0.1446, 4.0466, -3.7078], [-0.9599, 4.7722, -5.9124], [-3.3498, 4.6570, -6.3809], [-4.9298, 3.7118, -4.8607], [-4.1566, 2.8170, -2.5929], [-3.3218, 1.1101, 2.7326], [-1.7350, 0.8993, 3.4937], [-2.2558, 0.3187, 5.0543], [-1.1376, -0.3536, 2.7773], [-3.4398, 0.2129, 2.1494], [-3.3260, 1.9319, 2.0139], [-4.1049, 1.3087, 3.4401], [-2.9475, 1.0042, 5.4863], [-1.4519, 0.2568, 5.7821], [-2.6920, -0.7093, 4.9318]]}

Record 2
{"formula": "C35H32FFeN3OP", "method": "ωB97M-V with the def2-TZVPD basis set", "e_lumo_ev": [-5.6, -8.2], "de_lowest_ev": 1.6923, "multiplicity": 6, "s_squared": 8.77, "gap_ev": [7.94, 5.35], "total_charge": 2, "symbols": ["Fe", "N", "C", "C", "C", "C", "C", "C", "P", "C", "C", "C", "C", "C", "C", "C", "C", "C", "C", "C", "C", "H", "H", "H", "H", "H", "H", "H", "H", "H", "H", "H", "H", "H", "H", "H", "H", "C", "N", "N", "C", "O", "C", "C", "C", "C", "C", "C", "C", "C", "C", "H", "H", "H", "H", "H", "H", "H", "H", "H", "H", "H", "H", "F", "C", "C", "C", "C", "C", "C", "H", "H", "H", "H"], "xyz": [[0.1043, -0.8933, 0.9283], [-1.0072, -4.0024, 1.0045], [-1.9299, -4.1809, -0.0618], [-2.9562, -5.1506, -0.0107], [-3.6459, -5.4466, -1.1810], [-3.4458, -4.6724, -2.3053], [-2.6107, -3.5526, -2.2930], [-1.7799, -3.3566, -1.1843], [-0.6279, -2.0087, -1.2017], [-1.5579, -0.5349, -0.7254], [-1.1581, 0.7526, -1.2071], [-1.9078, 1.9071, -1.0002], [-3.1906, 1.7919, -0.4471], [-3.6274, 0.5432, 0.0249], [-2.8601, -0.5818, -0.1818], [-0.3496, -1.6983, -2.9688], [0.8336, -2.2397, -3.4898], [1.1467, -2.0731, -4.8394], [0.3583, -1.2963, -5.6570], [-0.7897, -0.7229, -5.1336], [-1.1135, -0.8501, -3.7813], [-1.4056, -4.0162, 1.9482], [-0.2074, -4.6548, 0.9525], [-3.0701, -5.7041, 0.9125], [-4.4517, -6.2044, -1.1594], [-3.8463, -5.0061, -3.2422], [-2.7014, -2.8434, -3.1014], [-0.2340, 0.8048, -1.7651], [-1.5791, 2.8466, -1.3857], [-3.8310, 2.6989, -0.3187], [-4.5837, 0.4179, 0.5104], [-3.2904, -1.5704, 0.1215], [1.4426, -2.8453, -2.8021], [1.9869, -2.6197, -5.2652], [0.5809, -1.1848, -6.7455], [-1.4953, -0.1915, -5.7823], [-1.9683, -0.2879, -3.4273], [1.5495, 5.0686, 1.2063], [2.0052, 3.7352, 1.6595], [2.1156, 2.6851, 0.6411], [1.6442, 1.4976, 1.1968], [1.4830, 0.4246, 0.5248], [1.3658, 1.7447, 2.5627], [1.5999, 3.0813, 2.8053], [1.4063, 3.8660, 4.0639], [2.9919, 2.8382, -0.4640], [4.0288, 3.8201, -0.4999], [4.8773, 3.8760, -1.5969], [4.7339, 2.9700, -2.6617], [3.8235, 1.9329, -2.5128], [2.9981, 1.8468, -1.4349], [1.0502, 4.9627, 0.2297], [2.4233, 5.7518, 1.1530], [0.8487, 5.4263, 1.9804], [1.0909, 1.0396, 3.3413], [1.3672, 3.2078, 4.9695], [0.4378, 4.4417, 4.0571], [2.2524, 4.6063, 4.1889], [4.2102, 4.4983, 0.3224], [5.6601, 4.6315, -1.6502], [5.2722, 3.0634, -3.5750], [3.7108, 1.1858, -3.2766], [2.2808, 1.0550, -1.4150], [-0.9189, -1.2327, 7.1278], [-0.7125, -1.3080, 5.7389], [-1.3419, -0.3736, 4.9133], [-1.2217, -0.4152, 3.5472], [-0.2364, -1.2592, 2.9145], [0.2786, -2.2565, 3.7482], [0.0846, -2.2412, 5.1227], [-2.0584, 0.3138, 5.3576], [-1.9007, 0.1739, 2.9589], [0.9444, -3.0329, 3.3186], [0.6243, -2.9988, 5.6983]]}

Record 3
{"formula": "C35H33As2O3Pt", "method": "ωB97M-V with the def2-TZVPD basis set", "e_lumo_ev": [-2.2, -4.8], "de_lowest_ev": 0.5599, "multiplicity": 3, "s_squared": 2.02, "gap_ev": [8.22, 5.82], "total_charge": 1, "symbols": ["Pt", "C", "O", "C", "C", "C", "C", "C", "C", "O", "C", "O", "C", "H", "H", "H", "H", "H", "H", "H", "H", "H", "C", "C", "As", "C", "C", "C", "C", "C", "C", "C", "C", "C", "C", "C", "C", "As", "C", "C", "C", "C", "C", "C", "C", "C", "C", "C", "C", "C", "H", "H", "H", "H", "H", "H", "H", "H", "H", "H", "H", "H", "H", "H", "H", "H", "H", "H", "H", "H", "H", "H", "H", "H"], "xyz": [[0.1506, 0.6097, -0.6175], [0.0196, 0.3567, 6.5083], [1.3808, 0.4377, 6.1180], [1.6701, 0.4250, 4.8144], [3.0486, 0.4038, 4.4963], [3.4298, 0.3559, 3.1945], [2.4997, 0.3393, 2.1203], [2.9586, 0.2345, 0.7724], [4.4259, -0.0040, 0.4958], [2.2480, 0.3066, -0.2585], [1.1026, 0.3874, 2.4435], [0.1314, 0.3627, 1.5915], [0.7327, 0.4430, 3.8084], [0.0223, 0.3162, 7.5932], [-0.4486, -0.5479, 6.1147], [-0.5458, 1.2328, 6.1832], [3.7720, 0.4150, 5.2993], [4.4868, 0.3352, 2.9773], [4.7034, -1.0005, 0.8413], [5.0515, 0.7252, 1.0054], [4.5933, 0.0671, -0.5752], [-0.3276, 0.4579, 4.0236], [-1.9404, 2.7161, 1.2012], [-3.0573, 1.9718, 0.4667], [-2.7090, 0.0250, 0.2337], [-1.8328, 0.0863, -1.5670], [-0.8701, -0.9150, -1.9085], [-0.3032, -0.9316, -3.1913], [-0.7437, -0.0455, -4.1600], [-1.7747, 0.8506, -3.8745], [-2.2933, 0.9315, -2.6001], [-4.5071, -0.4923, -0.3741], [-4.8526, -1.8286, -0.1782], [-6.1049, -2.2955, -0.5465], [-7.0289, -1.4238, -1.1038], [-6.6957, -0.0914, -1.2994], [-5.4398, 0.3730, -0.9369], [-0.2950, 2.8353, 0.1592], [-0.6464, 4.1648, -1.1980], [-1.1448, 5.4176, -0.8551], [-1.3836, 6.3562, -1.8456], [-1.1186, 6.0491, -3.1743], [-0.6023, 4.8077, -3.5151], [-0.3626, 3.8661, -2.5254], [0.9861, 3.6972, 1.3076], [2.1792, 4.1116, 0.7170], [3.1521, 4.7300, 1.4828], [2.9388, 4.9280, 2.8413], [1.7569, 4.5058, 3.4313], [0.7790, 3.8844, 2.6682], [-1.6907, 2.1906, 2.1241], [-2.2462, 3.7341, 1.4499], [-3.2748, 2.4547, -0.4877], [-3.9653, 2.0199, 1.0690], [-0.7131, -1.7561, -1.2365], [0.4487, -1.6705, -3.4352], [-0.3060, -0.0758, -5.1489], [-2.1605, 1.4980, -4.6515], [-3.0997, 1.6282, -2.4095], [-4.1286, -2.4992, 0.2716], [-6.3632, -3.3348, -0.3909], [-8.0121, -1.7813, -1.3804], [-7.4181, 0.5889, -1.7318], [-5.2016, 1.4183, -1.0972], [-1.3365, 5.6582, 0.1847], [-1.7676, 7.3328, -1.5822], [-1.3049, 6.7858, -3.9445], [-0.3788, 4.5772, -4.5489], [0.0613, 2.9002, -2.7710], [2.3328, 3.9518, -0.3451], [4.0756, 5.0567, 1.0233], [3.6979, 5.4115, 3.4417], [1.5952, 4.6574, 4.4903], [-0.1373, 3.5466, 3.1362]]}